# C22H17N2O2PdS3

C22H17N2O2PdS3 as an isolated structure at a distorted geometry (ωB97M-V/def2-TZVPD, OMol25).

```
47
Properties=species:S:1:pos:R:3:forces:R:3
Pd -1.324949 -1.260378 -0.233352 -0.68 -0.85 -0.47
S -1.600582 -1.283487 -2.552849 0.05 0.02 0.95
C -3.304050 -1.676240 -2.688080 -0.23 -0.08 -0.29
C -3.962103 -1.464202 -3.902522 0.07 0.02 0.07
C -5.295815 -1.796383 -4.063491 -0.04 0.00 -0.03
C -5.999399 -2.350068 -2.999743 -0.05 0.01 -0.04
C -5.356437 -2.567813 -1.794042 0.08 0.01 0.05
C -4.008625 -2.240319 -1.622968 -0.31 -0.16 -0.17
S -3.222179 -2.599575 -0.098575 0.94 0.67 -0.31
H -3.402843 -1.020529 -4.718853 -0.02 -0.01 -0.01
H -5.790074 -1.616881 -5.011193 0.02 0.01 0.01
H -7.047873 -2.600939 -3.110749 0.01 -0.01 0.02
H -5.895250 -2.989365 -0.952489 0.00 -0.01 -0.02
C 2.716243 5.743642 -0.536356 -0.07 -0.08 -0.01
C 1.849327 4.627532 -0.013725 0.04 0.09 0.07
C 1.412081 4.620625 1.305748 0.01 -0.03 -0.09
C 0.619726 3.585402 1.783933 -0.05 -0.04 0.06
C 0.257645 2.556017 0.935139 -0.03 -0.18 0.14
C 0.681225 2.545632 -0.386477 -0.04 0.02 -0.10
C 1.472860 3.579777 -0.853783 -0.03 -0.02 0.05
S -0.731791 1.196260 1.541129 0.09 0.27 0.07
O -0.794845 1.347197 2.977184 0.17 -0.03 0.00
O -1.973752 1.223862 0.807903 0.18 0.20 0.13
N 0.044474 -0.114352 1.063723 -0.62 0.01 -0.33
C 1.186325 -0.622123 1.615178 0.36 0.19 0.36
C 2.022090 0.035839 2.507771 -0.32 -0.10 -0.27
C 3.185546 -0.578238 2.990663 0.21 -0.17 0.04
C 3.554530 -1.840589 2.607547 0.10 0.14 0.15
C 2.733987 -2.559745 1.712826 -0.28 0.11 -0.13
C 3.016584 -3.872009 1.274676 -0.07 -0.01 -0.06
C 2.155478 -4.505607 0.422075 0.22 -0.11 0.08
C 0.995037 -3.832308 0.002249 -0.13 0.19 -0.01
N 0.707340 -2.614329 0.383601 0.10 -0.22 0.03
C 1.546750 -1.962561 1.218245 0.17 0.10 0.14
H 2.969530 6.448302 0.254882 0.02 0.01 -0.01
H 2.201868 6.291332 -1.328666 0.03 0.02 0.00
H 3.642559 5.347117 -0.955688 0.01 0.04 -0.01
H 1.698539 5.428578 1.969213 0.01 0.01 0.00
H 0.277921 3.558033 2.810924 0.03 0.02 -0.01
H 0.379315 1.728969 -1.031644 0.04 0.02 -0.03
H 1.810811 3.579421 -1.883957 -0.02 -0.03 -0.01
H 1.752430 1.028934 2.839150 0.06 -0.02 0.04
H 3.809784 -0.031832 3.688503 -0.01 0.01 -0.01
H 4.460253 -2.297083 2.989289 -0.01 -0.01 -0.01
H 3.918543 -4.360373 1.626418 -0.01 -0.02 -0.01
H 2.352920 -5.511785 0.075123 -0.02 0.01 -0.01
H 0.278845 -4.303354 -0.663887 0.01 -0.02 0.01
```
Forces are in eV/Å.

Output
Charge ... -1
M ... 544.01 g/mol
Kohn-Sham gap (spin up / spin down) ... 0.2227 / 0.2279 Eh
Calculated total energy ... -2431.0908 Eh


# C22H17N3O5

One molecule with the formula C22H17N3O5 at a distorted geometry (ωB97M-V/def2-TZVPD, OMol25).

```
47
Properties=species:S:1:pos:R:3:forces:R:3
O 0.373886 -1.752447 6.976853 -0.24 -0.67 -0.93
C -0.461418 -1.195941 6.259510 1.49 1.18 2.13
N -1.261974 -0.291619 6.933825 -0.26 -0.41 -1.76
O -1.139207 -0.131432 8.319085 -1.08 0.67 -0.53
C -0.450630 -1.222612 4.757792 -0.55 -0.03 -0.27
C 0.657161 -1.663753 4.020279 0.36 0.27 -0.33
C 0.696044 -1.565834 2.603533 -0.42 0.02 0.77
C -0.429354 -1.120801 1.881577 -0.53 -0.10 1.40
N -0.572016 -1.016130 0.501660 0.04 0.44 -1.49
C 0.398490 -1.025199 -0.477328 1.96 -0.20 0.20
O 1.533945 -1.439618 -0.277081 -0.08 -0.17 0.48
C 0.155754 -0.495015 -1.831849 -1.69 0.57 0.90
N 1.075559 -0.553794 -2.819471 2.31 -0.28 -1.19
C 0.570562 -0.098593 -4.017109 -0.04 -0.27 0.02
C 1.312769 0.013646 -5.284777 -0.22 -0.18 -0.31
C 2.670604 -0.373057 -5.509571 0.36 0.72 -1.87
C 2.963962 -0.041328 -6.824825 -1.62 -0.19 2.04
O 1.835339 0.519923 -7.427107 0.56 -0.79 0.66
C 0.833655 0.498031 -6.492137 1.23 -0.32 1.73
C -0.732121 0.217998 -3.786312 -0.70 0.62 1.62
C -0.978152 0.074960 -2.350699 0.04 -0.53 -2.35
C -2.292074 0.275216 -1.737682 0.37 -0.18 0.18
C -3.119125 -0.833391 -1.555816 -0.42 0.28 -0.09
C -4.392410 -0.624604 -1.042211 -0.08 -1.19 0.12
C -4.862270 0.631188 -0.719493 0.46 1.66 -0.99
O -6.185927 0.779589 -0.397214 0.31 -0.85 0.44
C -4.025712 1.761794 -0.905061 1.36 -1.74 -0.18
C -2.695917 1.557693 -1.371095 -1.81 -0.52 0.38
C -1.572307 -0.755084 2.630945 0.22 -0.16 0.82
C -1.556312 -0.770073 4.036593 -0.10 0.24 -1.15
H -1.825309 0.399475 6.406680 0.65 -0.50 1.40
H -0.342851 -0.570106 8.654127 0.32 -0.35 -1.07
H 1.550321 -2.029055 4.563296 -0.69 0.25 -0.42
H 1.597939 -1.832063 2.083458 0.07 -0.13 -0.12
H -1.456090 -0.651650 0.166722 -0.01 -0.04 0.36
H 2.072447 -0.766561 -2.697875 -0.94 -0.05 0.30
H 3.382931 -0.810916 -4.825048 -0.14 0.02 -0.01
H 3.898757 -0.218239 -7.326069 -0.32 0.38 -0.67
H -0.157031 0.895160 -6.657023 0.35 0.09 -0.70
H -1.446608 0.541143 -4.520607 -0.12 0.17 -0.02
H -2.807509 -1.841215 -1.892712 -0.15 0.79 0.36
H -5.044980 -1.487245 -0.936395 -0.11 0.24 0.04
H -6.498362 1.615146 -0.722719 -0.16 0.64 -0.08
H -4.350472 2.747814 -0.676615 -0.38 0.62 0.22
H -1.988285 2.362611 -1.475089 -0.07 0.27 -0.06
H -2.506654 -0.473383 2.136108 0.41 0.06 0.00
H -2.438191 -0.365386 4.527868 0.05 -0.33 0.05
```
Forces are in eV/Å.

Output
Energy above the lowest of the compared OMol25 structures with the same formula, charge and spin ... 8.4 kcal per mole
Charge ... 0
M ... 403.39 g/mol
Kohn-Sham gap ... 0.3107 Eh
Structure (SMILES) ... O=C(NO)c1ccc(NC(=O)c2[nH]c(-c3ccoc3)cc2-c2ccc(O)cc2)cc1
Calculated total energy ... -1388.9695 Eh


# C22H17N3O6

One molecule with the formula C22H17N3O6 at a distorted geometry (ωB97M-V/def2-TZVPD, OMol25).

```
48
Properties=species:S:1:pos:R:3:forces:R:3
C 3.766610 2.834337 -0.469433 0.43 -0.23 -0.04
O 2.721385 3.778166 -0.378648 -0.27 0.14 0.06
C 1.441126 3.395725 -0.168150 -0.22 -0.08 0.00
C 0.519823 4.449521 -0.154874 0.23 -0.14 -0.01
C -0.825539 4.241552 0.040641 -0.11 -0.29 0.03
C -1.310397 2.947833 0.233596 0.92 0.06 -0.06
C -2.719891 2.680077 0.408549 -0.88 -0.20 0.10
N -3.134332 1.477726 0.387002 0.74 0.25 -0.26
N -4.427483 1.175175 0.545020 -0.84 0.83 0.32
C -4.910625 -0.089785 0.356837 0.05 -0.07 -0.03
O -6.099856 -0.315563 0.429458 -0.02 -0.04 -0.06
C -3.893449 -1.125764 0.006770 0.05 -0.44 -0.15
C -4.221382 -2.042247 -0.989872 -0.03 0.18 0.17
C -3.312536 -3.007887 -1.391148 0.04 0.04 0.04
C -2.067852 -3.076894 -0.795043 0.18 0.05 0.15
C -1.756009 -2.178293 0.218402 -1.21 0.07 -0.56
N -0.466128 -2.254935 0.848313 0.44 -0.17 0.29
O -0.133377 -1.338394 1.573209 0.10 0.22 0.31
O 0.218219 -3.230573 0.625333 0.08 -0.18 0.02
C -2.657168 -1.206887 0.631998 0.28 -0.26 0.07
C -0.399919 1.892989 0.244840 -0.11 0.25 0.08
C 0.951232 2.095446 0.044747 -0.19 0.19 -0.14
O 1.827553 1.017759 0.120590 0.07 0.37 0.31
C 1.516173 -0.165644 -0.445816 -0.40 -0.33 -0.62
O 0.558541 -0.351578 -1.157957 0.35 0.14 0.15
C 2.517110 -1.202875 -0.117047 0.22 -0.22 0.07
C 3.388291 -1.068068 0.960383 -0.12 0.05 -0.13
C 4.274178 -2.086096 1.256507 0.07 -0.03 0.08
C 4.297483 -3.236962 0.484219 0.00 -0.02 0.01
C 3.430092 -3.375570 -0.587228 0.04 -0.03 -0.02
C 2.538146 -2.364796 -0.886190 -0.02 0.28 0.01
H 4.664088 3.423075 -0.657438 -0.06 -0.07 0.01
H 3.613115 2.137671 -1.297212 0.01 0.05 0.06
H 3.887224 2.273415 0.459404 0.01 0.05 -0.08
H 0.911123 5.442321 -0.311354 0.06 0.10 -0.02
H -1.504911 5.080777 0.035041 -0.08 0.11 0.00
H -3.393864 3.534579 0.540084 -0.04 -0.07 0.01
H -5.121846 1.910323 0.710860 0.19 -0.32 -0.04
H -5.197172 -1.980900 -1.447808 -0.09 0.01 -0.03
H -3.574964 -3.703194 -2.173308 0.00 -0.05 -0.06
H -1.333217 -3.808258 -1.094710 0.01 -0.03 -0.01
H -2.389128 -0.543829 1.438744 0.03 -0.03 -0.05
H -0.762397 0.895792 0.422389 0.03 -0.10 0.01
H 3.347824 -0.180215 1.571779 0.02 0.07 0.04
H 4.943927 -1.987445 2.098044 0.04 0.01 0.06
H 4.988896 -4.031390 0.724121 0.06 -0.06 0.02
H 3.443096 -4.276286 -1.181883 0.01 -0.07 -0.06
H 1.848186 -2.453929 -1.711766 -0.06 -0.01 -0.04
```
Forces are in eV/Å.

Output
Energy above the lowest of the compared OMol25 structures with the same formula, charge and spin ... 67.5 kcal per mole
Charge ... 0
M ... 419.39 g/mol
Kohn-Sham gap ... 0.2829 Eh
Structure (SMILES) ... COc1ccc(/C=N/NC(=O)c2cccc([N+](=O)[O-])c2)cc1OC(=O)c1ccccc1
Calculated total energy ... -1464.1618 Eh


# C22H17N8OS5W

C22H17N8OS5W as an isolated structure at a distorted geometry (ωB97M-V/def2-TZVPD, OMol25).

```
54
Properties=species:S:1:pos:R:3:forces:R:3
W 0.582536 -0.255925 -0.436658 1.94 0.21 -0.95
N 2.111195 -3.343466 -3.441250 0.15 0.17 -0.12
C 1.791049 -2.372384 -2.616863 -1.18 -0.48 0.69
S 0.465585 -2.588383 -1.483403 0.12 0.73 -0.05
N 2.485077 -1.241881 -2.578844 0.98 0.71 -0.62
N 1.929060 -0.303064 -1.882389 -0.34 -1.09 0.44
C 2.603365 0.608010 -1.112010 -0.11 0.73 -0.29
C 2.024355 1.952782 -1.144156 -0.05 0.39 -0.45
C 2.679920 3.166998 -1.080717 0.07 -0.08 0.07
C 1.911363 4.320207 -1.154665 -0.05 -0.09 0.06
C 0.531536 4.213778 -1.308693 0.06 0.02 -0.05
C -0.051602 2.963070 -1.334623 -0.27 -0.03 0.00
N 0.679079 1.846519 -1.222792 0.58 -0.09 0.38
H 1.610448 -4.218407 -3.434245 0.01 -0.05 -0.01
H 2.835608 -3.211660 -4.135724 0.04 0.02 0.04
H 3.671466 0.481873 -0.973048 -0.10 -0.32 0.39
H 3.755936 3.210435 -0.978595 0.00 -0.02 -0.03
H 2.384823 5.292116 -1.105992 -0.01 0.01 -0.05
H -0.083436 5.096328 -1.415237 -0.03 -0.02 -0.03
H -1.119474 2.848803 -1.467349 0.00 -0.02 0.06
C -0.756598 -3.629001 4.157857 0.03 0.11 -0.08
C 0.141981 -2.579118 3.993369 -0.01 -0.14 0.16
C 0.101719 -1.792935 2.860669 -0.24 0.18 -0.22
C -0.858094 -2.038017 1.867843 0.09 -0.39 0.73
C -1.766615 -3.098265 2.044005 0.17 0.28 -0.29
C -1.709238 -3.880307 3.177335 -0.05 -0.06 0.05
N -0.943911 -1.226594 0.700508 -1.43 -0.54 -0.21
N -2.078619 -1.323179 0.128522 0.22 -0.19 0.89
C -2.236222 -0.734453 -1.086623 0.02 0.44 -0.78
C -3.462837 -0.849796 -1.740896 0.21 -0.09 0.35
C -3.587073 -0.335768 -3.015147 0.15 0.14 -0.17
C -2.471364 0.254515 -3.607072 -0.29 -0.08 0.07
C -1.290498 0.347386 -2.900131 0.28 0.20 0.03
N -1.164889 -0.102982 -1.640311 -0.86 -0.27 -0.01
H -0.717195 -4.239769 5.049554 0.00 -0.01 0.00
H 0.861705 -2.368513 4.772878 0.03 0.03 -0.04
H 0.763613 -0.944533 2.796359 0.06 -0.01 -0.01
H -2.494025 -3.293429 1.271900 -0.05 -0.12 0.04
H -2.414195 -4.691358 3.298263 0.02 -0.01 -0.01
H -4.271691 -1.354582 -1.231021 -0.01 0.00 -0.01
H -4.525072 -0.398691 -3.550078 0.00 -0.03 0.00
H -2.522648 0.649778 -4.611972 0.05 0.00 -0.01
H -0.416624 0.805679 -3.343043 0.02 -0.01 0.04
O -0.567662 5.275220 4.678158 0.05 0.00 0.03
C -0.547065 4.393568 3.907683 -0.14 -0.09 -0.11
S 1.003726 3.491874 3.502394 -0.11 -0.17 -0.17
C 0.312895 2.423413 2.375913 0.92 -0.46 0.15
C -1.120494 2.591895 2.076217 -1.00 -0.18 -0.57
S -1.866926 1.701587 0.926814 -0.15 0.60 0.73
S -1.968062 3.775472 3.000696 0.15 -0.01 -0.01
S 1.293400 1.213389 1.752804 -0.24 0.24 -0.22
N 2.874676 -2.180526 0.911990 0.05 -0.05 0.17
C 1.992266 -1.504723 0.626800 0.27 -0.06 -0.09
H 3.613731 -2.823011 1.155034 -0.02 0.05 0.08
```
Forces are in eV/Å.

Output
Energy above the lowest of the compared OMol25 structures with the same formula, charge and spin ... 54.1 kcal per mole
Charge ... +3
M ... 753.61 g/mol
Kohn-Sham gap (spin up / spin down) ... 0.2173 / 0.2133 Eh
Calculated total energy ... -3418.8693 Eh